(1)
Entry from the Open Molecules 2025 dataset: a cluster of 9 separate species, C34H71BBr16O2PS in total in a non-equilibrium geometry (ωB97M-V/def2-TZVPD).

Properties
Net charge ... -1
Calculated total energy ... -1181984.1608 eV

The geometry in XYZ format:
```
126
Properties=species:S:1:pos:R:3:lowdin_charge:R:1
C -3.064 -0.364 0.823 -0.22
C -2.297 0.250 2.113 -0.26
C -2.169 1.859 1.938 -0.21
C -0.768 2.281 1.205 -0.19
C 0.294 2.888 2.259 -0.22
C 1.239 4.046 1.644 -0.23
C 2.782 3.778 2.041 -0.22
C 3.823 3.910 0.823 -0.22
C 3.523 2.939 -0.431 -0.18
B 4.395 1.548 -0.448 -0.94
C 4.731 0.942 1.058 -0.24
C 3.470 0.253 1.793 -0.26
C 3.394 -1.352 1.625 -0.13
C 3.818 0.366 -1.433 -0.19
C 2.224 0.165 -1.410 -0.19
C 1.704 -1.063 -2.360 -0.08
C 1.269 -0.603 -3.832 -0.30
O 0.506 -1.416 -4.485 -0.05
O 1.717 0.642 -4.345 -0.05
C 1.005 1.021 -5.553 -0.22
C -0.446 1.641 -5.201 -0.11
P 6.141 2.040 -1.193 0.33
S 6.061 2.628 -3.055 -0.01
H -2.265 -0.493 0.002 0.03
H -3.534 -1.396 1.012 0.01
H -3.872 0.333 0.397 0.04
H -2.899 -0.051 3.058 0.10
H -1.275 -0.278 2.219 0.09
H -2.296 2.364 2.969 0.10
H -3.086 2.170 1.295 0.10
H -0.970 2.950 0.298 0.11
H -0.332 1.284 0.813 0.10
H -0.339 3.359 3.116 0.08
H 0.869 2.010 2.720 0.08
H 1.073 4.178 0.500 0.11
H 0.879 5.047 2.115 -0.01
H 2.885 2.788 2.639 0.07
H 3.062 4.611 2.806 0.08
H 4.899 3.823 1.243 0.09
H 3.740 5.002 0.427 0.11
H 3.835 3.534 -1.385 0.08
H 2.386 2.809 -0.505 0.08
H 5.198 1.703 1.775 0.01
H 5.544 0.123 0.886 0.09
H 3.608 0.446 2.934 0.07
H 2.508 0.807 1.500 0.08
H 3.808 -1.747 0.634 0.06
H 4.034 -1.846 2.461 0.07
H 2.322 -1.731 1.792 0.06
H 4.109 0.524 -2.550 0.08
H 4.376 -0.612 -1.126 0.09
H 1.769 -0.029 -0.377 0.09
H 1.706 1.127 -1.809 0.11
H 2.554 -1.842 -2.346 0.13
H 0.736 -1.455 -1.850 0.07
H 1.606 1.888 -6.040 0.13
H 0.969 0.195 -6.359 0.10
H -0.388 2.770 -4.979 0.08
H -1.163 1.522 -6.099 0.02
H -0.938 1.158 -4.275 0.09
H 7.009 0.881 -1.015 -0.03
H 6.756 3.097 -0.441 -0.09
Br -0.933 -2.921 0.119 0.70
C -1.685 -4.720 0.137 -0.67
C -2.920 -4.819 -0.726 -0.67
Br -4.475 -4.035 0.149 0.63
H -1.866 -4.976 1.181 0.05
H -0.893 -5.360 -0.259 0.03
H -3.188 -5.865 -0.892 0.06
H -2.815 -4.319 -1.690 0.01
Br -8.227 0.438 0.245 0.60
C -8.297 -0.777 -1.278 -0.73
C -7.206 -1.816 -1.201 -0.71
Br -5.480 -1.069 -1.710 0.62
H -8.246 -0.163 -2.178 0.06
H -9.280 -1.248 -1.221 -0.04
H -7.390 -2.620 -1.917 0.01
H -7.087 -2.244 -0.205 0.04
Br 1.777 2.827 5.709 0.63
C 1.680 4.572 6.571 -0.67
C 0.483 5.355 6.090 -0.67
Br 0.795 6.100 4.316 0.72
H 2.630 5.074 6.380 0.06
H 1.596 4.357 7.639 0.05
H 0.304 6.218 6.734 0.05
H -0.428 4.758 6.030 0.05
Br 1.097 -5.842 -2.845 0.60
C 0.868 -5.359 -4.720 -0.68
C 0.029 -4.113 -4.868 -0.68
Br -1.864 -4.500 -4.600 0.64
H 0.443 -6.229 -5.223 0.05
H 1.879 -5.188 -5.094 0.06
H 0.098 -3.721 -5.884 0.06
H 0.296 -3.325 -4.162 0.02
Br 2.986 1.294 9.133 0.58
C 2.222 -0.497 9.198 -0.69
C 0.973 -0.589 8.357 -0.69
Br -0.547 0.236 9.257 0.59
H 2.054 -0.734 10.250 0.05
H 3.001 -1.153 8.803 0.06
H 0.684 -1.632 8.210 0.06
H 1.069 -0.103 7.386 0.04
Br -4.350 0.650 -5.517 0.61
C -4.466 -0.624 -6.988 -0.69
C -3.373 -1.661 -6.903 -0.69
Br -1.662 -0.936 -7.491 0.67
H -4.441 -0.045 -7.912 0.05
H -5.448 -1.090 -6.882 0.05
H -3.578 -2.492 -7.580 0.06
H -3.224 -2.049 -5.894 0.01
Br -10.478 -3.230 -2.441 0.70
C -10.540 -4.442 -3.966 -0.68
C -9.444 -5.476 -3.886 -0.69
Br -7.719 -4.719 -4.387 0.62
H -10.488 -3.825 -4.865 0.05
H -11.522 -4.916 -3.913 0.06
H -9.621 -6.280 -4.604 0.06
H -9.327 -5.904 -2.890 0.05
Br 7.963 2.248 1.880 0.69
C 8.283 2.624 3.766 -0.69
C 7.796 1.495 4.641 -0.69
Br 5.856 1.531 4.828 0.63
H 7.803 3.578 3.986 0.05
H 9.366 2.738 3.853 0.05
H 8.181 1.602 5.657 0.05
H 8.061 0.508 4.259 0.05
```

---

(2)
Entry from the Open Molecules 2025 dataset: a cluster of 3 separate species, C2H9O2S in total in a non-equilibrium geometry (ωB97M-V/def2-TZVPD).

Properties
Net charge ... -1
Calculated total energy ... -17151.3909 eV

The geometry in XYZ format:
```
14
Properties=species:S:1:pos:R:3:nbo_charge:R:1
C -0.951 -0.109 -2.228 -0.62
C 0.016 0.145 -1.033 -0.53
S -0.869 0.405 0.539 -0.72
H -1.883 0.425 -2.051 0.21
H -0.479 0.146 -3.192 0.17
H -1.093 -1.190 -2.276 0.19
H 0.515 -0.835 -0.924 0.18
H 0.822 0.838 -1.254 0.17
H -1.524 -2.797 0.700 0.46
H -0.478 -1.837 1.060 0.50
O -0.602 -2.820 0.972 -1.00
H 2.035 2.324 1.325 0.48
H 2.857 1.217 0.858 0.47
O 2.953 2.137 1.080 -0.96
```

---

(3)
Entry from the Open Molecules 2025 dataset: a structure of composition C43H63BI2N8S3SeV (ωB97M-V/def2-TZVPD).

Properties
Net charge ... +3
Calculated total energy ... -197932.3573 eV

The geometry in XYZ format:
```
122
Properties=species:S:1:pos:R:3:lowdin_charge:R:1
V 0.624 -0.966 0.147 -0.12
C 1.707 4.013 1.139 -0.03
C 0.357 3.425 0.880 -0.22
C -0.823 4.066 1.173 0.11
C -2.071 3.453 0.934 -0.17
N -2.141 2.274 0.342 0.22
N -1.005 1.669 0.044 -0.02
B -1.066 0.306 -0.717 -0.61
N -2.469 -0.322 -0.716 0.01
N -3.407 0.292 -1.441 0.21
C -4.591 -0.278 -1.508 -0.15
C -4.852 -1.490 -0.822 0.12
C -3.888 -2.108 -0.074 -0.21
C -4.113 -3.392 0.660 -0.02
C -2.637 -1.458 -0.060 -0.49
S -1.244 -2.104 0.768 0.67
C -5.636 0.443 -2.348 -0.54
C -6.857 -0.439 -2.603 -0.04
C -5.008 0.850 -3.684 -0.04
C -6.061 1.699 -1.575 -0.02
N -0.591 0.530 -2.201 -0.01
N -1.089 1.646 -2.739 0.21
C -0.797 1.911 -3.991 -0.16
C -0.013 1.013 -4.752 0.11
C 0.507 -0.124 -4.199 -0.21
C 1.366 -1.089 -4.955 -0.03
C 0.207 -0.321 -2.833 -0.50
S 0.903 -1.687 -1.954 0.81
C -1.318 3.200 -4.593 -0.54
C -2.041 4.036 -3.542 -0.05
C -0.133 3.995 -5.159 -0.02
C -2.286 2.836 -5.730 -0.01
C 0.201 2.145 0.334 -0.56
S 1.536 1.057 -0.031 0.80
C -3.392 4.130 1.255 -0.54
C -4.418 3.087 1.704 -0.03
C -3.857 4.821 -0.036 -0.02
C -3.216 5.171 2.365 -0.04
H 1.614 4.990 1.606 0.10
H 2.264 4.127 0.208 0.10
H 2.288 3.367 1.798 0.01
H -0.796 5.059 1.600 0.14
H -5.827 -1.946 -0.909 0.13
H -5.125 -3.752 0.495 0.10
H -3.965 -3.258 1.733 0.10
H -3.411 -4.158 0.328 0.10
H -6.596 -1.370 -3.108 0.10
H -7.547 0.097 -3.252 0.10
H -7.401 -0.673 -1.688 0.09
H -4.783 -0.022 -4.300 0.10
H -4.091 1.416 -3.527 0.05
H -5.708 1.478 -4.235 0.10
H -6.483 1.447 -0.601 0.10
H -6.823 2.233 -2.141 0.10
H -5.211 2.363 -1.423 0.06
H 0.195 1.239 -5.789 0.14
H 1.445 -0.797 -5.999 0.10
H 0.953 -2.097 -4.910 0.10
H 2.371 -1.124 -4.531 0.10
H -1.357 4.372 -2.761 0.08
H -2.852 3.484 -3.067 0.06
H -2.461 4.918 -4.023 0.10
H 0.592 4.238 -4.382 0.09
H -0.500 4.931 -5.576 0.10
H 0.382 3.469 -5.961 0.09
H -3.131 2.254 -5.366 0.07
H -1.793 2.270 -6.521 0.09
H -2.672 3.750 -6.177 0.10
H -4.522 2.278 0.984 0.06
H -5.386 3.570 1.816 0.10
H -4.144 2.659 2.669 0.09
H -3.912 4.116 -0.865 0.06
H -3.179 5.628 -0.318 0.10
H -4.846 5.253 0.116 0.10
H -2.716 4.756 3.242 0.10
H -4.199 5.512 2.686 0.10
H -2.669 6.053 2.031 0.09
I -0.541 0.483 3.337 0.92
C 1.011 1.187 4.604 -1.11
I 2.934 1.243 3.738 0.87
H 1.036 0.533 5.466 -0.03
H 0.754 2.200 4.886 -0.03
C 4.456 -4.711 6.420 -0.09
C 3.954 -4.949 5.001 -0.24
C 2.681 -4.172 4.667 -0.18
C 2.883 -2.675 4.462 -0.15
N 3.723 -2.389 3.283 -0.01
C 3.332 -2.416 2.011 -0.55
Se 1.525 -2.743 1.548 0.83
N 4.370 -2.191 1.199 0.01
C 4.413 -2.304 -0.264 -0.13
C 5.093 -3.592 -0.706 -0.16
C 4.325 -4.860 -0.346 -0.24
C 3.072 -5.071 -1.189 -0.09
C 5.498 -1.982 1.992 -0.13
C 6.821 -1.700 1.648 0.02
C 7.698 -1.532 2.695 -0.03
C 7.281 -1.640 4.037 -0.03
C 5.977 -1.924 4.373 0.02
C 5.088 -2.098 3.312 -0.15
H 5.357 -5.285 6.622 0.09
H 3.704 -5.013 7.148 0.09
H 4.694 -3.666 6.616 0.05
H 3.745 -6.012 4.877 0.12
H 4.736 -4.715 4.272 0.10
H 1.964 -4.280 5.485 0.13
H 2.198 -4.589 3.776 0.09
H 3.384 -2.213 5.310 0.12
H 1.937 -2.153 4.312 0.09
H 4.950 -1.430 -0.634 0.14
H 3.383 -2.244 -0.620 0.05
H 6.093 -3.623 -0.269 0.11
H 5.234 -3.532 -1.788 0.13
H 4.066 -4.852 0.720 0.10
H 4.995 -5.711 -0.474 0.12
H 2.339 -4.270 -1.039 0.02
H 2.577 -6.007 -0.936 0.08
H 3.319 -5.107 -2.251 0.09
H 7.145 -1.611 0.622 0.12
H 8.734 -1.307 2.486 0.12
H 8.008 -1.497 4.824 0.12
H 5.670 -2.001 5.403 0.11
```

---

(4)
Entry from the Open Molecules 2025 dataset: a cluster of 7 separate species, C20H23F7O21S in total in a non-equilibrium geometry (ωB97M-V/def2-TZVPD).

Properties
Net charge ... 0
Calculated total energy ... -93967.4687 eV

The geometry in XYZ format:
```
72
Properties=species:S:1:pos:R:3:lowdin_charge:R:1
C 1.722 -1.780 -5.807 0.00
C 0.432 -1.009 -5.347 -0.46
F 0.653 -0.613 -4.030 0.00
O 0.242 0.145 -6.139 -0.27
S -1.300 0.811 -6.037 1.00
O -1.924 0.521 -7.363 -0.42
O -2.210 -0.070 -4.945 -0.30
H 2.655 -1.338 -5.392 0.07
H 1.586 -2.818 -5.427 0.09
H 1.679 -1.830 -6.915 0.09
H -0.402 -1.740 -5.417 0.14
H -2.556 -0.853 -5.412 0.08
C -5.362 -0.276 -1.803 -0.06
C -4.211 -0.758 -2.635 -0.33
O -4.821 -1.683 -3.515 0.13
C -6.106 -1.254 -3.676 -0.54
O -6.829 -1.623 -4.540 0.18
O -6.448 -0.346 -2.726 0.09
F -3.295 -1.417 -1.874 0.07
H -5.565 -0.927 -0.951 0.13
H -5.219 0.741 -1.440 0.15
H -3.715 0.024 -3.212 0.15
C -6.621 -1.008 3.429 -0.05
C -5.520 -0.181 2.837 -0.31
O -5.877 -0.119 1.468 0.11
C -7.238 -0.214 1.431 -0.54
O -7.898 0.065 0.487 0.19
O -7.737 -0.660 2.610 0.09
F -4.317 -0.806 2.947 0.07
H -6.431 -2.079 3.345 0.12
H -6.811 -0.766 4.474 0.15
H -5.445 0.831 3.243 0.18
C 2.994 -2.508 -0.744 -0.06
C 3.224 -1.025 -0.724 -0.31
O 4.040 -0.818 -1.862 0.14
C 3.710 -1.801 -2.744 -0.54
O 3.991 -1.787 -3.896 0.16
O 3.008 -2.794 -2.142 0.08
F 3.914 -0.646 0.384 0.07
H 3.796 -3.061 -0.251 0.15
H 2.043 -2.791 -0.295 0.14
H 2.314 -0.427 -0.812 0.18
C 6.919 2.376 1.679 -0.06
C 6.213 1.079 1.940 -0.32
O 5.079 1.483 2.687 0.14
C 4.796 2.750 2.281 -0.55
O 3.769 3.307 2.492 0.17
O 5.832 3.298 1.598 0.05
F 6.969 0.252 2.705 0.08
H 7.582 2.665 2.498 0.14
H 7.492 2.363 0.753 0.14
H 5.890 0.554 1.040 0.16
C -3.707 -4.578 1.572 -0.06
C -3.662 -5.541 2.722 -0.31
O -4.740 -5.109 3.534 0.14
C -5.647 -4.551 2.689 -0.55
O -6.777 -4.321 2.974 0.17
O -5.102 -4.293 1.474 0.08
F -2.508 -5.420 3.424 0.08
H -3.161 -3.655 1.779 0.14
H -3.328 -5.011 0.647 0.14
H -3.812 -6.587 2.442 0.18
C 5.666 7.039 3.174 -0.06
C 6.524 6.029 3.877 -0.31
O 7.548 6.824 4.445 0.14
C 6.991 8.047 4.674 -0.55
O 7.464 8.876 5.375 0.19
O 5.818 8.190 4.003 0.08
F 7.083 5.157 2.997 0.07
H 6.027 7.264 2.167 0.15
H 4.623 6.732 3.113 0.14
H 6.011 5.474 4.666 0.18
```

---

> What is the net charge in the third record?

+3

---

What did the second record say?
Entry from the Open Molecules 2025 dataset: a cluster of 3 separate species, C2H9O2S in total in a non-equilibrium geometry (ωB97M-V/def2-TZVPD).

Properties
Net charge ... -1
Calculated total energy ... -17151.3909 eV

The geometry in XYZ format:
```
14
Properties=species:S:1:pos:R:3:nbo_charge:R:1
C -0.951 -0.109 -2.228 -0.62
C 0.016 0.145 -1.033 -0.53
S -0.869 0.405 0.539 -0.72
H -1.883 0.425 -2.051 0.21
H -0.479 0.146 -3.192 0.17
H -1.093 -1.190 -2.276 0.19
H 0.515 -0.835 -0.924 0.18
H 0.822 0.838 -1.254 0.17
H -1.524 -2.797 0.700 0.46
H -0.478 -1.837 1.060 0.50
O -0.602 -2.820 0.972 -1.00
H 2.035 2.324 1.325 0.48
H 2.857 1.217 0.858 0.47
O 2.953 2.137 1.080 -0.96
```